# 1
Density functional theory data (ωB97M-V with the def2-TZVPD basis set) for a structure of composition H24KrO12 at a distorted geometry.

Cartesian coordinates (Å):
Kr: 6.126 1.986 -4.073
O: 3.526 3.481 -5.639
H: 3.024 3.687 -6.427
H: 3.591 4.313 -5.171
O: 4.162 -0.602 -2.785
H: 5.060 -0.717 -3.096
H: 4.141 0.289 -2.435
O: 9.677 2.279 -4.583
H: 10.420 1.947 -5.086
H: 9.342 3.009 -5.104
O: 6.402 0.836 -8.098
H: 6.988 0.588 -7.384
H: 6.945 0.785 -8.884
O: 8.396 0.202 -6.077
H: 8.769 0.899 -5.537
H: 8.890 -0.581 -5.833
O: 7.177 2.940 0.039
H: 8.055 3.166 -0.266
H: 6.591 3.301 -0.626
O: 8.627 3.978 -6.294
H: 7.723 3.786 -6.543
H: 8.575 4.808 -5.820
O: 5.947 3.240 -7.471
H: 6.234 2.357 -7.706
H: 5.110 3.110 -7.026
O: 5.134 4.075 -1.336
H: 5.479 4.931 -1.589
H: 4.389 4.274 -0.770
O: 3.592 1.711 -1.764
H: 4.262 2.390 -1.687
H: 3.037 2.003 -2.488
O: 1.837 2.393 -3.748
H: 1.234 3.124 -3.614
H: 2.406 2.680 -4.463
O: 6.690 -1.204 -3.951
H: 7.060 -0.742 -4.702
H: 7.381 -1.178 -3.289

LUMO = -0.36 eV
F_max = 1.849 eV Å⁻¹
ΔE to the lowest compared entry with this formula, charge and spin = 17.7 kcal per mole
charge = 0
multiplicity = 1
HOMO level = -9.19 eV
molar mass = 299.98 g/mol
Kohn-Sham gap = 8.832 eV



# 2
Density functional theory data (ωB97M-V with the def2-TZVPD basis set) for the ion C2H5N2O with charge +1 at a distorted geometry.

Cartesian coordinates (Å):
C: -0.224 1.007 0.452
C: -0.606 -0.144 -0.292
N: 0.244 2.146 0.510
N: 0.498 -1.167 -0.545
O: -0.794 -0.104 1.130
H: -1.344 -0.293 -0.997
H: 0.270 2.750 1.442
H: 0.082 -1.957 -0.178
H: 1.256 -0.968 0.006
H: 0.617 -1.270 -1.529

LUMO = -4.04 eV
F_max = 3.847 eV Å⁻¹
ΔE to the lowest compared entry with this formula, charge and spin = 72.8 kcal per mole
SMILES = [H]/N=C1\O[C@@H]1[NH3+]
charge = +1
multiplicity = 1
HOMO level = -15.31 eV
molar mass = 73.07 g/mol
Kohn-Sham gap = 11.276 eV



# 3
Density functional theory data (ωB97M-V with the def2-TZVPD basis set) for a structure of composition C2H2FLiOYb.

Cartesian coordinates (Å):
C: 2.545 -0.139 -0.125
F: 2.392 -1.401 -0.191
H: 3.406 0.134 -0.763
C: -1.593 0.705 0.344
O: -1.820 -0.296 -0.350
Yb: 0.763 1.334 0.969
Li: -3.188 -1.510 -0.678
H: -2.505 1.174 0.794

LUMO = -9.37 eV
F_max = 0.562 eV Å⁻¹
ΔE to the lowest compared entry with this formula, charge and spin = 0.0 kcal per mole
charge = +2
multiplicity = 1
HOMO level = -15.91 eV
molar mass = 241.02 g/mol
Kohn-Sham gap = 6.535 eV



# 4
Density functional theory data (ωB97M-V with the def2-TZVPD basis set) for a cluster of 3 separate species, C4H12NO2 in total at a distorted geometry.

Cartesian coordinates (Å):
C: 1.182 -1.324 0.130
C: 1.491 0.050 -0.328
C: 2.613 0.733 -0.254
C: 0.239 1.925 -1.390
N: 0.330 0.747 -0.883
H: 0.488 -1.772 -0.573
H: 0.748 -1.471 1.119
H: 2.121 -1.880 0.156
H: 2.984 1.634 -0.732
H: 3.460 0.342 0.309
H: -0.720 2.412 -1.555
H: 1.117 2.558 -1.489
H: -0.439 0.199 -1.254
H: -1.476 -3.642 4.506
H: -1.688 -2.279 5.119
O: -1.643 -2.722 4.265
H: -3.057 1.237 -1.347
H: -3.558 1.030 -2.784
O: -2.779 1.270 -2.270

LUMO = -5.45 eV
F_max = 2.124 eV Å⁻¹
ΔE to the lowest compared entry with this formula, charge and spin = 67.3 kcal per mole
charge = +1
multiplicity = 1
HOMO level = -13.75 eV
molar mass = 106.14 g/mol
Kohn-Sham gap = 8.294 eV



# 5
Density functional theory data (ωB97M-V with the def2-TZVPD basis set) for a structure of composition C26H24F12IrN2O4 at a distorted geometry.

Cartesian coordinates (Å):
Ir: -2.050 -0.778 1.261
C: 3.025 -1.317 -3.245
C: 1.854 -0.835 -2.428
C: 1.863 0.407 -1.796
C: 0.781 0.814 -1.049
C: -0.371 0.026 -0.898
N: -1.414 0.505 -0.091
C: -1.813 1.823 -0.200
C: -1.707 2.453 -1.459
C: -2.035 3.775 -1.662
C: -2.518 4.564 -0.624
C: -2.874 6.015 -0.817
C: -2.677 3.943 0.602
C: -2.363 2.605 0.839
C: -2.588 2.053 2.250
O: -2.704 0.690 2.331
C: -3.948 2.561 2.849
F: -4.923 2.513 1.932
F: -4.343 1.812 3.883
F: -3.901 3.834 3.310
C: -1.425 2.500 3.178
F: -1.214 3.834 3.173
F: -1.657 2.155 4.461
F: -0.291 1.921 2.800
C: -0.371 -1.245 -1.488
C: 0.738 -1.634 -2.248
C: -1.591 -2.169 -1.384
O: -2.382 -2.059 -0.281
C: -1.193 -3.683 -1.495
F: -2.190 -4.478 -1.104
F: -0.127 -3.987 -0.729
F: -0.873 -4.076 -2.756
C: -2.522 -1.836 -2.600
F: -3.066 -0.628 -2.443
F: -3.526 -2.719 -2.729
F: -1.874 -1.818 -3.788
H: 3.713 -0.499 -3.461
H: 2.700 -1.740 -4.198
H: 3.589 -2.096 -2.722
H: 2.730 1.054 -1.872
H: 0.814 1.764 -0.531
H: -1.361 1.865 -2.298
H: -1.920 4.197 -2.655
H: -2.619 6.346 -1.825
H: -2.339 6.657 -0.113
H: -3.942 6.191 -0.670
H: -3.063 4.536 1.420
H: 0.732 -2.598 -2.738
O: 3.525 0.715 1.488
C: 2.613 -0.240 1.722
O: 1.439 -0.015 1.807
C: 3.214 -1.643 1.829
N: 4.684 -1.608 1.659
C: 5.026 -2.422 0.476
C: 3.879 -3.415 0.328
C: 2.671 -2.567 0.717
H: 2.944 -2.030 2.813
H: 5.144 -1.972 2.480
H: 4.382 0.236 1.466
H: 6.003 -2.886 0.611
H: 5.083 -1.776 -0.405
H: 4.011 -4.246 1.027
H: 3.795 -3.828 -0.677
H: 1.820 -3.148 1.057
H: 2.330 -1.970 -0.129
C: -0.987 -2.407 1.844
H: 0.035 -2.365 1.487
H: -1.434 -3.362 1.570
H: -0.942 -2.270 2.937

LUMO = 2.30 eV
F_max = 1.345 eV Å⁻¹
ΔE to the lowest compared entry with this formula, charge and spin = 17.2 kcal per mole
charge = -1
multiplicity = 1
HOMO level = -3.91 eV
molar mass = 848.68 g/mol
Kohn-Sham gap = 6.213 eV



# 6
Density functional theory data (ωB97M-V with the def2-TZVPD basis set) for a cluster of 7 separate species, C4H22N8O7 in total.

Cartesian coordinates (Å):
C: -25.347 -16.733 28.033
O: -24.244 -17.162 28.314
N: -26.331 -16.602 28.984
N: -25.718 -16.367 26.774
H: -26.126 -16.854 29.930
H: -27.249 -16.282 28.736
H: -26.632 -16.007 26.576
H: -25.053 -16.476 26.027
C: -24.588 -20.538 26.462
O: -25.723 -20.611 26.003
N: -24.066 -21.526 27.258
N: -23.791 -19.457 26.281
H: -24.626 -22.312 27.521
H: -23.088 -21.495 27.480
H: -24.112 -18.716 25.684
H: -22.957 -19.329 26.824
C: -24.574 -17.160 23.014
O: -24.148 -17.381 24.147
N: -25.470 -17.998 22.418
N: -24.189 -16.057 22.320
H: -25.797 -18.750 23.003
H: -25.549 -18.117 21.424
H: -24.610 -15.854 21.433
H: -23.666 -15.365 22.832
C: -20.185 -16.966 21.354
O: -20.279 -16.386 22.433
N: -20.756 -18.185 21.154
N: -19.563 -16.387 20.285
H: -21.409 -18.489 21.854
H: -20.712 -18.643 20.264
H: -19.338 -16.965 19.496
H: -19.056 -15.544 20.492
O: -20.498 -14.806 26.887
H: -21.037 -15.175 26.162
H: -20.379 -15.539 27.495
O: -19.922 -13.656 23.146
H: -19.456 -13.669 23.987
H: -20.155 -14.581 22.977
O: -21.888 -15.956 24.766
H: -21.272 -16.128 24.041
H: -22.551 -16.664 24.705

LUMO = 0.10 eV
F_max = 0.845 eV Å⁻¹
ΔE to the lowest compared entry with this formula, charge and spin = 0.4 kcal per mole
SMILES = NC(N)=O.NC(N)=O.NC(N)=O.NC(N)=O.O.O.O
charge = 0
multiplicity = 1
HOMO level = -9.18 eV
molar mass = 294.27 g/mol
Kohn-Sham gap = 9.274 eV